{"formula": "C30H25BaN6O2", "method": "ωB97M-V/def2-TZVPD", "symbols": ["Ba", "O", "C", "N", "C", "C", "C", "C", "C", "C", "N", "C", "O", "C", "C", "C", "C", "C", "N", "C", "C", "C", "C", "C", "N", "H", "H", "H", "H", "H", "H", "H", "H", "H", "H", "H", "H", "C", "C", "C", "C", "C", "C", "C", "H", "H", "H", "H", "H", "H", "H", "N", "C", "C", "C", "C", "C", "N", "H", "H", "H", "H", "H", "H"], "xyz": [[-0.24452, 0.15488, -0.23816], [1.28632, 3.30087, -3.54540], [0.89848, 2.30864, -2.90573], [1.34677, 1.76432, -1.78041], [2.53818, 2.27753, -1.20366], [3.56216, 2.81723, -1.99658], [4.76210, 3.25009, -1.46780], [4.96871, 3.16396, -0.09670], [3.97858, 2.63616, 0.70670], [2.75814, 2.16679, 0.19140], [1.82709, 1.48239, 0.99793], [1.80094, 1.68760, 2.31035], [2.32553, 2.57549, 3.00128], [1.03037, 0.62505, 3.10494], [1.08327, 0.69501, 4.49484], [0.47835, -0.28807, 5.25331], [-0.19538, -1.31215, 4.60525], [-0.22987, -1.29009, 3.22469], [0.37707, -0.36321, 2.48259], [-0.31566, 1.60787, -3.53214], [-0.83822, 2.15123, -4.70748], [-1.92952, 1.56029, -5.30615], [-2.49804, 0.43721, -4.71470], [-1.93125, -0.03458, -3.54907], [-0.85817, 0.52200, -2.97321], [3.39111, 2.89850, -3.05827], [5.52220, 3.65984, -2.12289], [5.89561, 3.50745, 0.34863], [4.13394, 2.57333, 1.77223], [1.61942, 1.52594, 4.92941], [0.52022, -0.25252, 6.33525], [-0.70792, -2.09354, 5.14971], [-0.78738, -2.04819, 2.68247], [-0.35206, 3.03176, -5.10088], [-2.34443, 1.97044, -6.21895], [-3.36631, -0.05209, -5.13470], [-2.35817, -0.88297, -3.02474], [-3.21164, -0.12366, -0.41265], [-3.20911, 0.05312, 0.98554], [-2.68627, 1.23192, 1.59538], [-2.61736, 1.39193, 2.97155], [-3.06040, 0.39994, 3.83327], [-3.57369, -0.77269, 3.26931], [-3.63618, -0.95271, 1.90600], [-3.17265, 0.77606, -1.02700], [-3.81301, -0.92516, -0.83225], [-2.40453, 2.06997, 0.95899], [-2.21124, 2.31463, 3.37165], [-2.99891, 0.52366, 4.90635], [-3.93195, -1.56501, 3.91993], [-4.04999, -1.87306, 1.50561], [0.25797, -2.55049, -3.08371], [0.43737, -3.27500, -1.93975], [0.40363, -4.67940, -1.94778], [0.65485, -5.34957, -0.77376], [0.94433, -4.63534, 0.38641], [0.94530, -3.25827, 0.30360], [0.68755, -2.58817, -0.82312], [-0.20359, -2.97910, -3.86480], [0.15541, -1.54902, -2.99522], [0.19307, -5.20998, -2.86712], [0.63661, -6.43227, -0.75667], [1.15665, -5.12985, 1.32297], [1.16010, -2.64693, 1.17393]], "forces_ev_per_a": [[0.2, 0.2, 0.3], [0.0, 0.0, 0.0], [0.0, 0.0, -0.1], [-0.1, 0.0, 0.1], [0.1, 0.1, -0.1], [-0.1, -0.1, -0.1], [0.1, 0.0, 0.2], [0.0, 0.0, -0.2], [-0.1, -0.1, 0.1], [0.1, 0.0, 0.0], [-0.2, -0.1, -0.2], [0.0, 0.0, 0.0], [0.0, 0.0, 0.0], [0.0, 0.0, 0.0], [0.0, 0.1, 0.0], [0.0, 0.0, 0.0], [0.0, 0.0, 0.1], [0.0, 0.0, -0.1], [0.0, 0.0, 0.1], [-0.1, 0.0, 0.0], [0.1, 0.1, 0.0], [0.0, 0.0, 0.0], [0.0, 0.0, 0.0], [0.0, 0.0, 0.0], [0.0, 0.0, -0.2], [0.0, 0.0, 0.0], [0.0, 0.0, 0.0], [0.0, 0.0, 0.0], [0.0, 0.0, 0.0], [0.0, 0.0, 0.0], [0.0, 0.0, 0.0], [0.0, 0.0, 0.0], [0.0, 0.0, 0.0], [0.0, 0.0, 0.0], [0.0, 0.0, 0.0], [0.0, 0.0, 0.0], [0.0, 0.0, 0.0], [0.0, 0.0, -0.1], [0.0, 0.1, 0.0], [0.0, 0.0, 0.0], [0.0, 0.0, 0.0], [0.0, 0.0, 0.0], [0.0, 0.0, 0.0], [0.0, 0.0, 0.0], [0.0, 0.0, 0.0], [0.0, 0.0, 0.0], [0.0, 0.0, 0.0], [0.0, 0.0, 0.0], [0.0, 0.0, 0.0], [0.0, 0.0, 0.0], [0.0, 0.0, 0.0], [0.0, 0.0, 0.1], [0.0, 0.0, 0.0], [0.0, 0.0, 0.0], [0.0, 0.0, 0.0], [0.0, 0.1, 0.1], [0.0, -0.1, 0.0], [0.0, 0.2, 0.0], [0.0, 0.0, 0.0], [0.0, 0.0, 0.0], [0.0, 0.0, 0.0], [0.0, 0.0, 0.0], [0.0, 0.0, 0.0], [0.0, 0.0, 0.0]], "lowdin_charge": [1.828, -0.029, -0.528, -0.056, -0.225, -0.048, -0.124, -0.124, -0.043, -0.227, -0.052, -0.525, -0.025, -0.193, -0.007, -0.066, -0.079, -0.176, -0.012, -0.185, -0.006, -0.064, -0.069, -0.182, -0.039, 0.093, 0.085, 0.085, 0.092, 0.110, 0.101, 0.101, 0.104, 0.111, 0.102, 0.098, 0.094, -0.245, -0.459, -0.163, -0.125, -0.154, -0.141, -0.092, 0.012, 0.012, 0.090, 0.102, 0.084, 0.092, 0.096, 0.150, -0.390, -0.029, -0.083, -0.079, -0.152, 0.005, 0.098, 0.054, 0.105, 0.104, 0.098, 0.091], "homo_energy_ev": -3.41, "de_lowest_ev": 0.400, "total_charge": -1}